A cluster of 4 separate species, CH10N2O3 in total in a non-equilibrium geometry, computed with the ωB97M-V functional and the def2-TZVPD basis.

Element x y z (Å)
H -0.638 -2.573 -1.898
N -0.115 -2.220 -1.143
C 0.633 -1.190 -1.318
N 1.271 -0.637 -0.260
H 0.891 -0.593 -2.160
H 1.973 0.046 -0.480
H 0.777 -0.815 0.637
O -0.722 1.690 1.216
H -1.292 0.818 1.404
H -1.408 2.072 0.608
O -2.474 -0.694 0.540
H -1.731 -1.156 0.069
H -2.990 -1.456 0.979
O 2.073 2.066 0.265
H 2.465 2.843 0.709
H 1.286 1.799 0.831

Results
LUMO energy   0.71 eV
Calculated total energy   -379.31211 hartree
SMILES   [H]/N=C/N.O.O.O
E_HOMO   -9.25 eV
Strongest force on any atom   4.02 eV/A
Relative energy (zero: lowest compared OMol25 entry of this formula, charge and spin)   22.34 kcal per mole
Total charge   0
HOMO-LUMO gap   9.96 eV

***

A cluster of 10 separate species, C31H89O38P9S in total in a non-equilibrium geometry, computed with the ωB97M-V functional and the def2-TZVPD basis.

Element x y z (Å)
C 18.912 -11.767 -6.039
O 18.235 -11.085 -4.979
P 18.805 -9.630 -4.582
O 20.260 -9.414 -4.543
O 18.027 -8.626 -5.564
C 16.691 -8.837 -5.985
O 18.013 -9.423 -3.202
C 18.009 -8.195 -2.473
H 18.167 -12.052 -6.788
H 19.394 -12.656 -5.644
H 19.569 -11.134 -6.638
H 16.257 -9.736 -5.549
H 16.701 -8.998 -7.067
H 16.062 -7.964 -5.815
H 16.957 -7.951 -2.321
H 18.535 -7.348 -2.912
H 18.410 -8.377 -1.475
C 27.324 -10.728 -0.051
O 26.281 -10.077 0.670
P 25.365 -11.010 1.620
O 26.078 -12.078 2.332
O 24.774 -9.931 2.595
C 24.005 -8.825 2.116
O 24.177 -11.410 0.607
C 23.005 -11.958 1.189
H 27.539 -11.757 0.236
H 28.227 -10.121 -0.005
H 27.068 -10.776 -1.115
H 23.164 -8.525 2.739
H 23.543 -9.017 1.144
H 24.684 -7.980 2.014
H 22.840 -12.990 0.886
H 22.154 -11.359 0.843
H 22.923 -11.855 2.274
C 17.931 -11.506 0.099
O 17.184 -10.288 0.232
P 15.949 -10.146 1.211
O 14.742 -10.877 0.773
O 16.542 -10.418 2.664
C 17.482 -9.567 3.303
O 15.742 -8.570 1.188
C 15.360 -7.869 0.032
H 18.170 -11.658 -0.949
H 17.326 -12.331 0.479
H 18.822 -11.445 0.723
H 17.018 -9.076 4.158
H 17.811 -8.747 2.656
H 18.373 -10.138 3.560
H 16.176 -7.233 -0.313
H 14.449 -7.285 0.162
H 15.116 -8.543 -0.797
C 19.709 -4.415 -8.472
O 20.668 -5.387 -8.073
P 21.670 -4.932 -6.872
O 21.025 -4.330 -5.709
O 22.855 -4.145 -7.589
C 22.783 -2.739 -7.784
O 22.441 -6.293 -6.541
C 21.871 -7.198 -5.583
H 19.540 -4.519 -9.548
H 20.027 -3.388 -8.303
H 18.714 -4.592 -8.060
H 23.596 -2.247 -7.240
H 21.835 -2.304 -7.480
H 23.062 -2.472 -8.806
H 22.290 -6.984 -4.598
H 22.039 -8.233 -5.856
H 20.799 -7.027 -5.481
C 20.006 -7.042 4.759
O 20.451 -6.032 5.666
P 20.379 -4.488 5.278
O 18.982 -4.005 5.226
O 21.382 -3.810 6.326
C 22.673 -4.350 6.557
O 21.120 -4.383 3.867
C 21.196 -3.153 3.138
H 20.862 -7.624 4.424
H 19.445 -6.593 3.940
H 19.350 -7.713 5.318
H 22.825 -5.250 5.959
H 22.720 -4.683 7.598
H 23.501 -3.652 6.444
H 20.659 -2.361 3.657
H 20.784 -3.305 2.138
H 22.255 -2.938 2.987
C 19.454 -3.001 -3.580
O 18.496 -2.536 -2.640
P 18.546 -3.090 -1.137
O 19.875 -3.117 -0.489
O 17.589 -2.042 -0.415
C 17.912 -0.670 -0.363
O 17.833 -4.502 -1.233
C 16.469 -4.601 -1.686
H 20.458 -3.106 -3.166
H 19.440 -2.305 -4.415
H 19.210 -3.987 -3.984
H 17.373 -0.181 0.446
H 17.851 -0.123 -1.303
H 18.963 -0.574 -0.055
H 15.953 -5.170 -0.920
H 16.489 -5.160 -2.627
H 16.042 -3.630 -1.929
C 27.284 -7.671 -2.195
O 27.357 -8.871 -2.979
P 26.276 -9.188 -4.126
O 26.667 -10.391 -4.868
O 24.859 -9.199 -3.378
C 24.516 -10.221 -2.453
O 26.225 -7.826 -4.951
C 25.711 -7.868 -6.284
H 27.612 -7.814 -1.167
H 26.204 -7.526 -2.080
H 27.714 -6.794 -2.671
H 24.391 -9.764 -1.465
H 25.251 -11.013 -2.326
H 23.516 -10.578 -2.702
H 26.363 -7.256 -6.905
H 24.695 -7.469 -6.289
H 25.669 -8.854 -6.748
C 17.819 -4.192 2.102
O 16.428 -4.481 2.013
P 15.180 -3.495 2.099
O 13.889 -4.076 2.480
O 15.724 -2.271 2.984
C 16.112 -2.526 4.339
O 15.200 -2.905 0.611
C 14.215 -1.972 0.175
H 18.503 -4.569 1.339
H 18.136 -4.778 2.967
H 18.113 -3.152 2.243
H 16.267 -3.582 4.556
H 15.380 -2.158 5.061
H 17.018 -1.973 4.577
H 14.639 -0.978 0.319
H 13.282 -2.019 0.739
H 13.966 -2.162 -0.867
C 27.466 -2.530 -2.219
O 26.646 -3.544 -2.823
P 25.285 -3.928 -2.046
O 25.332 -5.190 -1.302
O 24.861 -2.632 -1.187
C 23.483 -2.475 -0.835
O 24.173 -3.909 -3.186
C 24.362 -4.756 -4.324
H 28.489 -2.915 -2.256
H 27.276 -2.309 -1.172
H 27.462 -1.631 -2.835
H 23.218 -3.037 0.063
H 22.823 -2.788 -1.641
H 23.293 -1.430 -0.602
H 24.198 -4.217 -5.256
H 23.622 -5.546 -4.193
H 25.376 -5.159 -4.366
O 19.113 -7.019 0.331
S 20.519 -7.338 0.520
O 21.061 -7.572 1.843
C 20.915 -8.773 -0.597
C 21.586 -8.146 -1.812
C 22.401 -6.981 -1.323
C 21.570 -6.151 -0.351
H 20.022 -9.375 -0.752
H 21.584 -9.375 0.023
H 22.109 -8.896 -2.406
H 20.815 -7.838 -2.528
H 22.813 -6.395 -2.143
H 23.257 -7.337 -0.740
H 20.957 -5.358 -0.785
H 22.125 -5.651 0.444

Results
LUMO energy   0.14 eV
Calculated total energy   -7564.85263 hartree
SMILES   COP(=O)(OC)OC.COP(=O)(OC)OC.COP(=O)(OC)OC.COP(=O)(OC)OC.COP(=O)(OC)OC.COP(=O)(OC)OC.COP(=O)(OC)OC.COP(=O)(OC)OC.COP(=O)(OC)OC.O=S1(=O)CCCC1
E_HOMO   -10.23 eV
Strongest force on any atom   2.23 eV/A
Relative energy (zero: lowest compared OMol25 entry of this formula, charge and spin)   52.75 kcal per mole
Total charge   0
HOMO-LUMO gap   10.37 eV

***

The ion C5H11N3S with charge +2 in a non-equilibrium geometry, computed with the ωB97M-V functional and the def2-TZVPD basis.

Element x y z (Å)
C -0.099 0.453 -0.226
C -1.099 -1.675 -0.059
C -0.164 1.827 -0.799
C -1.886 -2.216 1.017
C 1.684 0.506 1.559
N 1.950 -0.554 -0.605
N -1.117 -0.328 -0.317
N 1.230 0.025 0.270
S 3.420 -1.026 -0.579
H -0.693 1.926 -1.789
H 0.814 2.083 -1.051
H -0.627 2.392 0.006
H -2.860 -1.838 1.044
H -1.625 -1.933 2.023
H -1.887 -3.312 0.958
H 2.454 1.264 1.682
H 1.997 -0.378 2.106
H 0.710 0.836 1.943
H -2.001 0.168 -0.562
H 3.261 -1.545 -1.848

Results
LUMO energy (alpha / beta)   -9.64 / -9.94 eV
Calculated total energy   -758.67062 hartree
E_HOMO (alpha / beta)   -17.45 / -17.89 eV
Strongest force on any atom   3.55 eV/A
Relative energy (zero: lowest compared OMol25 entry of this formula, charge and spin)   95.75 kcal per mole
Total charge   +2
HOMO-LUMO gap (alpha / beta)   7.81 / 7.95 eV

***

A cluster of 3 separate species, C24H44Cl2NO11P2 in total in a non-equilibrium geometry, computed with the ωB97M-V functional and the def2-TZVPD basis.

Element x y z (Å)
C 2.996 -2.118 -0.480
C 3.002 -0.593 -1.039
C 3.311 0.403 0.201
C 3.376 1.953 -0.220
C 1.957 2.606 -0.585
C 0.960 2.741 0.706
C -0.377 1.943 0.288
C -0.852 0.629 0.948
N -2.052 -0.107 0.524
C -2.320 -1.364 1.244
Cl -1.042 -2.681 1.075
C -3.457 -1.654 2.033
C -4.606 -0.574 2.265
Cl -3.674 -3.297 2.833
C -2.828 0.434 -0.560
C -4.145 -0.356 -1.099
O -3.885 -1.739 -1.392
C -3.064 -1.906 -2.576
C -2.379 -3.378 -2.439
C -2.483 1.754 -1.329
C -1.217 2.541 -0.897
C -0.849 3.892 -1.660
O -0.707 4.919 -0.957
O -0.645 3.982 -3.055
H 2.661 -2.147 0.625
H 4.033 -2.613 -0.520
H 2.291 -2.802 -1.080
H 3.822 -0.548 -1.848
H 1.974 -0.401 -1.499
H 2.574 0.171 1.044
H 4.361 0.101 0.579
H 3.875 2.564 0.626
H 4.117 2.018 -1.107
H 1.480 1.919 -1.387
H 2.163 3.605 -1.098
H 0.776 3.846 0.922
H 1.512 2.203 1.562
H -0.203 0.236 1.817
H -4.336 0.485 1.937
H -4.913 -0.602 3.379
H -5.548 -0.901 1.676
H -4.503 0.145 -2.081
H -5.023 -0.234 -0.361
H -2.194 -1.170 -2.668
H -3.693 -1.804 -3.533
H -1.440 -3.289 -1.776
H -2.054 -3.717 -3.479
H -3.137 -4.114 -1.971
H -3.145 2.101 -2.207
H -1.081 3.220 -3.503
C 3.027 8.282 -4.788
O 3.678 7.358 -3.930
P 3.984 7.750 -2.286
O 4.028 6.282 -1.885
O 2.474 8.366 -2.103
C 1.363 7.489 -2.066
O 4.356 8.264 -0.683
C 5.556 9.030 -0.592
H 3.514 8.262 -5.764
H 1.984 7.976 -4.922
H 3.070 9.300 -4.398
H 1.615 6.473 -2.374
H 0.598 7.875 -2.741
H 0.957 7.475 -1.053
H 5.467 9.939 -1.191
H 6.406 8.437 -0.942
H 5.718 9.305 0.451
C -1.352 -6.738 5.355
O -0.473 -7.474 4.519
P -1.019 -8.874 3.685
O 0.055 -8.727 2.618
O -2.406 -8.120 3.234
C -2.362 -7.105 2.249
O -1.614 -10.328 2.976
C -1.556 -11.455 3.848
H -0.814 -6.439 6.256
H -1.671 -5.830 4.832
H -2.223 -7.326 5.648
H -1.346 -6.776 2.023
H -2.929 -6.249 2.613
H -2.838 -7.475 1.338
H -2.168 -11.276 4.735
H -0.521 -11.646 4.144
H -1.942 -12.328 3.320

Results
LUMO energy   -5.15 eV
Calculated total energy   -3425.71964 hartree
E_HOMO   -10.94 eV
Strongest force on any atom   9.52 eV/A
Total charge   +1
HOMO-LUMO gap   5.79 eV

***

An isolated molecule of C3H3Br2N in a non-equilibrium geometry, computed with the ωB97M-V functional and the def2-TZVPD basis.

Element x y z (Å)
N 2.321 0.526 0.890
C 1.457 0.029 0.331
C 0.304 -0.531 -0.323
Br 0.726 -0.153 -2.271
C -0.955 0.271 0.051
Br -1.215 -0.026 1.927
H 0.331 -1.588 -0.041
H -0.970 1.431 -0.125
H -1.999 0.039 -0.440

Results
LUMO energy   -0.16 eV
Calculated total energy   -5318.85977 hartree
SMILES   N#C[C@H](Br)CBr
E_HOMO   -10.73 eV
Strongest force on any atom   3.24 eV/A
Relative energy (zero: lowest compared OMol25 entry of this formula, charge and spin)   10.49 kcal per mole
Total charge   0
HOMO-LUMO gap   10.57 eV

***

An isolated molecule of C11H22N2 in a non-equilibrium geometry, computed with the ωB97M-V functional and the def2-TZVPD basis.

Element x y z (Å)
C -4.651 0.033 0.392
C -3.402 -0.737 0.156
C -2.335 0.196 -0.436
N -0.994 -0.006 0.264
N -0.736 -1.418 0.185
C 0.649 -1.471 0.292
C 1.222 -0.191 -0.185
C 2.669 0.165 0.168
C 2.829 0.171 1.628
C 3.750 -0.713 -0.579
C 0.741 0.191 -1.552
C 0.101 0.714 -0.317
C 0.082 2.191 -0.066
H -4.681 0.713 1.341
H -4.924 0.731 -0.477
H -5.357 -0.711 0.439
H -3.691 -1.600 -0.468
H -2.814 -0.905 1.116
H -2.227 0.147 -1.592
H -2.793 1.185 -0.005
H -1.075 -1.825 -0.715
H 1.236 -2.347 -0.148
H 0.836 -1.438 1.380
H 2.815 1.262 -0.171
H 2.409 -0.662 2.101
H 2.283 1.000 2.011
H 3.824 0.239 1.797
H 3.402 -1.700 -0.766
H 4.663 -0.797 0.144
H 4.229 -0.312 -1.385
H 1.222 0.840 -2.175
H 0.296 -0.666 -2.263
H 0.770 2.623 -0.744
H 0.515 2.344 0.952
H -0.862 2.754 -0.322

Results
LUMO energy   0.93 eV
Calculated total energy   -541.67465 hartree
SMILES   CCCN1NC[C@@]2(C(C)C)C[C@@]12C
E_HOMO   -8.05 eV
Strongest force on any atom   5.13 eV/A
Relative energy (zero: lowest compared OMol25 entry of this formula, charge and spin)   106.95 kcal per mole
Total charge   0
HOMO-LUMO gap   8.97 eV